#1
DFT (ωB97M-V/def2-TZVPD) results for the molecule C2H2ClFS.

Values from the calculation:
- HOMO (eV) = -9.53
- HOMO-LUMO gap (Eh) = 0.3118

Last column: natural (NBO) charge in e.
Atoms and positions in Å:
F: -0.044 -0.563 -1.541  -0.336
C: -0.258 -0.596 -0.126  0.178
Cl: 1.019 -1.765 0.581  -0.079
C: 0.169 0.763 0.167  -0.338
S: -0.671 1.772 1.065  0.137
H: -1.159 -0.791 0.345  0.212
H: 0.945 1.179 -0.491  0.226

---

#2
DFT (ωB97M-V/def2-TZVPD) results for the molecule C2H2ClFS.

Values from the calculation:
- HOMO (eV) = -9.50
- HOMO-LUMO gap (Eh) = 0.3778

Last column: natural (NBO) charge in e.
Atoms and positions in Å:
F: 0.775 -0.665 1.575  -0.334
C: 0.769 -0.201 0.324  0.049
S: 0.390 1.494 0.072  0.226
C: -0.855 0.254 -0.286  -0.438
Cl: -1.200 -0.115 -1.887  0.061
H: 1.502 -0.799 -0.378  0.207
H: -1.380 0.032 0.581  0.229

---

Energies, relative to the best one, in hartree: #1 0.0000; #2 0.0192.

---

#1
DFT (ωB97M-V/def2-TZVPD) results for a structure of composition H10LiO5.

Values from the calculation:
- HOMO (eV) = -14.15
- HOMO-LUMO gap (Eh) = 0.3871
- total charge = +1

Last column: natural (NBO) charge in e.
Atoms and positions in Å:
Li: 0.441 -0.312 0.061  0.913
O: -1.687 2.955 0.483  -0.935
H: -1.927 2.795 1.403  0.470
H: -1.311 2.126 0.159  0.463
O: 0.812 -0.667 2.031  -0.986
H: 0.256 -1.248 2.565  0.500
H: 1.401 -0.235 2.663  0.509
O: -1.277 -1.273 -0.218  -0.991
H: -1.922 -1.619 0.413  0.510
H: -1.500 -1.699 -1.057  0.502
O: 1.959 -1.420 -0.901  -0.978
H: 1.539 -2.170 -1.343  0.491
H: 2.790 -1.288 -1.374  0.507
O: 0.119 1.224 -1.258  -0.990
H: -0.476 1.013 -1.992  0.502
H: 0.783 1.818 -1.635  0.512

---

#2
DFT (ωB97M-V/def2-TZVPD) results for a structure of composition H10LiO5.

Values from the calculation:
- HOMO (eV) = -15.55
- HOMO-LUMO gap (Eh) = 0.4266
- total charge = +1

Last column: natural (NBO) charge in e.
Atoms and positions in Å:
Li: 13.783 -28.542 -47.414  0.905
O: 12.934 -28.165 -45.458  -0.939
H: 13.062 -27.691 -44.592  0.487
H: 12.423 -27.373 -45.623  0.464
O: 15.255 -29.525 -46.389  -0.933
H: 14.918 -30.525 -46.433  0.498
H: 15.877 -29.644 -47.156  0.453
O: 12.111 -29.025 -47.491  -0.946
H: 11.519 -28.568 -47.872  0.481
H: 12.133 -30.067 -47.597  0.463
O: 12.616 -30.967 -46.021  -0.904
H: 12.525 -30.978 -47.011  0.416
H: 11.986 -30.477 -45.436  0.529
O: 15.216 -27.584 -47.635  -1.021
H: 16.231 -27.958 -47.875  0.534
H: 15.057 -26.648 -47.811  0.513

---

Energies, relative to the best one, in hartree: #1 0.0000; #2 0.1667.

---

#1
DFT (ωB97M-V/def2-TZVPD) results for a cluster of 2 separate species, C2H3O3 in total.

Values from the calculation:
- HOMO (eV) = -3.46
- HOMO-LUMO gap (Eh) = 0.2904
- total charge = -1

Last column: natural (NBO) charge in e.
Atoms and positions in Å:
C: -2.826 -0.152 -0.026  1.033
C: -0.240 0.394 0.336  -0.217
O: -3.627 0.643 0.301  -0.658
O: -2.536 -1.281 -0.160  -0.667
O: -1.201 0.821 -0.556  -0.841
H: -0.451 -0.657 0.550  0.149
H: -0.191 1.028 1.112  0.126
H: 0.822 0.406 -0.276  0.074

---

#2
DFT (ωB97M-V/def2-TZVPD) results for a cluster of 2 separate species, C2H3O3 in total.

Values from the calculation:
- HOMO (eV) = -1.92
- HOMO-LUMO gap (Eh) = 0.2136
- total charge = -1

Last column: natural (NBO) charge in e.
Atoms and positions in Å:
C: -2.941 -0.865 -1.501  1.061
C: -0.418 -0.203 0.419  -0.205
O: -2.004 -1.493 -1.764  -0.567
O: -3.980 -0.456 -1.338  -0.551
O: -1.384 0.582 0.080  -0.985
H: -0.491 -0.455 1.510  0.053
H: 0.500 0.324 0.405  0.076
H: -0.489 -1.010 -0.323  0.118

---

Energies, relative to the best one, in hartree: #1 0.0000; #2 0.0252.

---

#1
DFT (ωB97M-V/def2-TZVPD) results for the molecule C10H11NO.

Values from the calculation:
- HOMO (eV) = -7.87
- HOMO-LUMO gap (Eh) = 0.2815

Last column: natural (NBO) charge in e.
Atoms and positions in Å:
C: -0.769 -2.086 2.163  -0.631
C: 0.567 -1.490 1.589  0.137
O: 0.976 -2.430 0.713  -0.710
C: 0.095 0.050 0.834  0.074
C: 0.229 0.359 -0.487  -0.183
C: 0.959 -0.156 -1.552  -0.175
C: 1.085 0.562 -2.669  -0.212
C: 0.324 1.809 -2.893  -0.171
C: -0.346 2.396 -1.818  -0.200
C: -0.305 1.715 -0.603  0.163
N: -0.877 2.167 0.476  -0.389
C: -0.716 1.101 1.503  -0.353
H: -1.369 -2.386 1.316  0.195
H: -1.373 -1.538 2.745  0.206
H: -0.537 -2.922 2.864  0.214
H: 1.389 -1.357 2.332  0.199
H: 0.239 -2.799 0.119  0.476
H: 1.336 -1.211 -1.643  0.224
H: 1.648 0.155 -3.428  0.205
H: 0.416 2.283 -3.765  0.199
H: -0.761 3.370 -1.806  0.226
H: -1.786 0.847 1.561  0.262
H: -0.424 1.562 2.451  0.244

---

#2
DFT (ωB97M-V/def2-TZVPD) results for the molecule C10H11NO.

Values from the calculation:
- HOMO (eV) = -7.84
- HOMO-LUMO gap (Eh) = 0.3206

Last column: natural (NBO) charge in e.
Atoms and positions in Å:
C: 2.511 -1.682 0.306  -0.726
C: 2.360 -0.291 -0.211  0.703
O: 3.293 0.351 -0.603  -0.560
N: 1.077 0.314 -0.308  -0.458
C: 1.000 1.801 0.270  -0.176
C: -0.462 2.232 -0.133  -0.442
C: -1.165 0.920 -0.164  -0.044
C: -2.528 0.729 -0.012  -0.210
C: -3.007 -0.573 -0.183  -0.237
C: -2.043 -1.642 -0.241  -0.188
C: -0.712 -1.439 -0.235  -0.269
C: -0.205 -0.162 -0.325  0.176
H: 1.818 -1.811 1.166  0.225
H: 2.238 -2.476 -0.293  0.242
H: 3.529 -1.599 0.743  0.254
H: 1.673 2.437 -0.162  0.207
H: 1.443 1.709 1.260  0.196
H: -0.366 2.433 -1.208  0.220
H: -0.747 3.190 0.381  0.241
H: -3.314 1.402 0.364  0.225
H: -3.954 -0.939 0.100  0.208
H: -2.427 -2.636 -0.165  0.207
H: -0.012 -2.268 -0.346  0.206

---

Energies, relative to the best one, in hartree: #1 0.0657; #2 0.0000.

---

#1
DFT (ωB97M-V/def2-TZVPD) results for the molecule C4HBrO2.

Values from the calculation:
- HOMO (eV) = -8.46
- HOMO-LUMO gap (Eh) = 0.3000

Last column: natural (NBO) charge in e.
Atoms and positions in Å:
C: 0.150 -0.545 -0.916  -0.538
C: -0.406 -0.484 0.668  -0.407
C: 0.759 0.541 -1.328  0.698
C: -0.052 0.560 1.379  0.665
O: 1.168 1.582 -1.601  -0.424
O: 0.320 1.403 2.028  -0.400
Br: -1.659 -1.771 1.346  0.126
H: -0.280 -1.286 -1.577  0.280

---

#2
DFT (ωB97M-V/def2-TZVPD) results for the molecule C4HBrO2.

Values from the calculation:
- HOMO (eV) = -9.79
- HOMO-LUMO gap (Eh) = 0.2827

Last column: natural (NBO) charge in e.
Atoms and positions in Å:
C: 0.867 0.105 -0.354  -0.620
C: -1.079 -0.444 0.890  0.022
C: 0.621 1.305 0.162  0.764
C: -0.082 -0.990 -0.036  0.337
O: 0.451 2.386 0.522  -0.405
O: 0.236 -2.114 -0.371  -0.522
Br: -2.753 -0.183 -0.007  0.147
H: 1.740 -0.064 -0.805  0.277

---

Energies, relative to the best one, in hartree: #1 0.0000; #2 0.0646.

---

#1
DFT (ωB97M-V/def2-TZVPD) results for a structure of composition C35H52Ge2IrO3Se2.

Values from the calculation:
- HOMO (spin up / spin down) (eV) = -5.64 / -5.60
- spin multiplicity = 2
- HOMO-LUMO gap (spin up / spin down) (Eh) = 0.1610 / 0.1596

Last column: Löwdin spin population.
Atoms and positions in Å:
Ir: -0.642 -0.439 -0.144  0.749
C: -1.242 1.511 3.052  0.000
C: 0.209 1.068 2.920  0.001
C: 0.497 -0.076 3.888  0.000
C: 1.117 2.256 3.231  0.000
O: 0.435 0.600 1.590  0.003
Ge: 1.926 0.950 0.440  0.003
O: 1.493 -0.862 -0.144  0.005
C: 2.282 -2.046 -0.239  0.001
C: 1.522 -3.208 0.390  -0.001
C: 2.548 -2.337 -1.714  0.000
C: 3.597 -1.839 0.510  0.000
O: 0.587 1.508 -0.771  0.081
C: 0.620 2.471 -1.819  0.005
C: -0.144 1.909 -3.007  0.001
C: 2.063 2.769 -2.223  0.002
C: -0.067 3.744 -1.330  0.001
H: -1.416 1.964 4.031  0.000
H: -1.480 2.236 2.275  0.000
H: -1.911 0.661 2.929  0.000
H: 0.199 0.187 4.905  0.000
H: -0.055 -0.962 3.571  0.001
H: 1.562 -0.322 3.881  0.000
H: 0.941 2.612 4.247  0.000
H: 2.169 1.976 3.139  0.000
H: 0.911 3.074 2.536  0.000
H: 0.579 -3.366 -0.135  -0.001
H: 2.111 -4.126 0.334  0.000
H: 1.305 -2.990 1.438  0.000
H: 1.593 -2.420 -2.236  0.000
H: 3.117 -1.519 -2.163  0.000
H: 3.106 -3.268 -1.836  0.000
H: 3.390 -1.583 1.552  0.000
H: 4.196 -2.750 0.489  0.000
H: 4.174 -1.029 0.060  0.000
H: 0.249 0.922 -3.259  0.000
H: -1.197 1.804 -2.745  0.000
H: -0.052 2.562 -3.876  0.000
H: 2.557 1.845 -2.536  0.000
H: 2.094 3.478 -3.051  0.001
H: 2.616 3.193 -1.382  0.000
H: -1.052 3.492 -0.933  0.000
H: 0.520 4.212 -0.536  0.000
H: -0.187 4.459 -2.147  0.000
C: -2.831 -1.923 3.274  0.029
Se: -1.880 -2.454 1.657  0.162
C: -3.461 -2.402 0.521  0.003
C: -4.082 -1.032 0.312  0.003
Se: -2.842 0.464 -0.052  0.009
C: -3.160 0.274 -3.775  0.000
H: -3.536 -2.710 3.531  0.007
H: -3.351 -0.985 3.101  0.001
H: -2.108 -1.801 4.075  0.000
H: -4.186 -3.081 0.973  0.001
H: -3.113 -2.819 -0.416  0.001
H: -4.658 -0.729 1.185  0.000
H: -4.758 -1.084 -0.540  0.000
H: -3.695 0.622 -2.893  0.000
H: -2.123 0.094 -3.492  -0.001
H: -3.188 1.047 -4.548  0.000
C: -0.985 -1.536 -1.542  -0.074
Ge: -1.879 -2.682 -2.823  -0.002
C: -0.845 -2.654 -4.485  0.003
C: 0.195 -1.749 -4.686  0.000
C: 0.933 -1.763 -5.863  0.000
C: 0.634 -2.687 -6.855  0.000
C: -0.398 -3.598 -6.665  0.000
C: -1.130 -3.581 -5.485  0.000
C: -1.660 -4.490 -2.093  -0.002
C: -0.356 -4.989 -2.159  0.000
C: -0.016 -6.190 -1.551  0.000
C: -0.979 -6.917 -0.867  0.000
C: -2.285 -6.448 -0.814  0.000
C: -2.620 -5.241 -1.415  0.000
C: -3.667 -2.135 -3.257  0.001
C: -3.783 -1.046 -4.292  0.001
C: -5.189 -0.775 -4.719  0.003
C: -6.248 -1.297 -4.083  0.000
C: -6.071 -2.210 -2.988  0.005
C: -4.819 -2.609 -2.613  -0.001
H: 0.434 -1.034 -3.905  0.000
H: 1.743 -1.058 -6.002  0.000
H: 1.209 -2.704 -7.772  0.000
H: -0.629 -4.323 -7.435  0.000
H: -1.930 -4.301 -5.340  0.000
H: 0.401 -4.431 -2.701  0.000
H: 1.003 -6.554 -1.610  0.000
H: -0.714 -7.843 -0.373  0.000
H: -3.046 -7.022 -0.300  0.000
H: -3.646 -4.904 -1.359  0.000
H: -3.178 -1.327 -5.167  0.000
H: -5.328 -0.100 -5.556  0.000
H: -7.250 -1.047 -4.409  0.000
H: -6.938 -2.628 -2.491  0.000
H: -4.741 -3.337 -1.816  0.000

---

#2
DFT (ωB97M-V/def2-TZVPD) results for a structure of composition C35H52Ge2IrO3Se2.

Values from the calculation:
- HOMO (spin up / spin down) (eV) = -7.16 / -7.40
- spin multiplicity = 2
- HOMO-LUMO gap (spin up / spin down) (Eh) = 0.2400 / 0.2488

Last column: Löwdin spin population.
Atoms and positions in Å:
Ir: 0.340 -0.484 -0.470  0.068
C: 0.843 -2.629 2.104  0.000
C: 2.051 -1.693 1.973  0.000
C: 2.594 -1.363 3.363  0.000
C: 3.116 -2.368 1.107  0.000
O: 1.696 -0.481 1.318  0.000
Ge: 0.740 1.162 2.001  0.000
O: -0.855 0.264 1.531  0.004
C: -2.146 0.321 2.109  0.000
C: -3.177 0.509 0.998  0.001
C: -2.422 -0.994 2.840  0.000
C: -2.252 1.489 3.094  0.000
O: 0.808 1.698 0.139  0.008
C: 1.806 2.533 -0.443  0.000
C: 1.274 3.967 -0.454  0.001
C: 2.067 2.065 -1.877  -0.001
C: 3.119 2.455 0.342  0.000
H: 1.160 -3.639 2.366  0.000
H: 0.317 -2.648 1.145  0.000
H: 0.150 -2.264 2.863  0.000
H: 2.908 -2.266 3.885  0.000
H: 1.819 -0.867 3.951  0.000
H: 3.446 -0.685 3.278  0.000
H: 3.376 -3.355 1.490  0.000
H: 4.017 -1.753 1.063  0.000
H: 2.719 -2.472 0.094  0.000
H: -3.058 -0.286 0.260  0.000
H: -3.005 1.465 0.506  0.001
H: -4.192 0.483 1.398  0.000
H: -2.304 -1.832 2.151  0.000
H: -3.436 -1.003 3.242  0.000
H: -1.719 -1.121 3.666  0.000
H: -1.982 2.421 2.591  0.000
H: -1.577 1.340 3.939  0.000
H: -3.271 1.577 3.472  0.000
H: 0.349 4.001 -1.033  0.001
H: 1.999 4.646 -0.903  0.000
H: 1.060 4.298 0.565  0.000
H: 1.148 2.114 -2.459  0.000
H: 2.407 1.027 -1.862  -0.001
H: 2.825 2.685 -2.359  0.000
H: 2.994 2.851 1.354  0.000
H: 3.892 3.031 -0.167  0.000
H: 3.434 1.412 0.412  0.000
C: -2.629 3.452 -1.195  0.006
Se: -1.696 1.912 -1.973  0.104
C: -3.168 1.603 -3.380  0.064
C: -2.766 0.682 -4.431  0.589
Se: -1.030 -0.994 -3.300  0.074
C: -2.623 -1.803 -2.497  -0.004
H: -3.649 3.170 -0.939  0.000
H: -2.638 4.278 -1.903  0.000
H: -2.095 3.752 -0.296  0.002
H: -3.302 2.631 -3.714  0.019
H: -4.023 1.268 -2.798  -0.001
H: -2.160 1.064 -5.243  0.024
H: -3.412 -0.151 -4.679  0.030
H: -3.283 -2.152 -3.287  0.000
H: -3.116 -1.057 -1.877  0.000
H: -2.282 -2.635 -1.887  -0.001
C: 0.191 -1.710 -1.985  0.006
Ge: 1.168 -3.224 -2.778  0.003
C: 2.141 -4.560 -1.684  0.004
C: 1.836 -4.915 -0.374  0.000
C: 2.444 -6.013 0.221  0.000
C: 3.366 -6.768 -0.487  0.000
C: 3.682 -6.423 -1.794  0.000
C: 3.068 -5.331 -2.386  0.001
C: -0.194 -4.386 -3.649  -0.001
C: -0.728 -5.422 -2.884  0.000
C: -1.765 -6.208 -3.365  0.000
C: -2.282 -5.978 -4.632  0.000
C: -1.759 -4.954 -5.408  0.000
C: -0.731 -4.161 -4.917  0.000
C: 2.603 -2.483 -3.925  0.000
C: 3.812 -2.180 -3.300  0.000
C: 4.868 -1.643 -4.018  0.000
C: 4.733 -1.403 -5.379  0.000
C: 3.536 -1.699 -6.012  0.000
C: 2.477 -2.232 -5.288  0.000
H: 1.121 -4.322 0.187  0.000
H: 2.189 -6.291 1.237  0.000
H: 3.840 -7.623 -0.021  0.000
H: 4.402 -7.005 -2.356  0.000
H: 3.307 -5.069 -3.411  0.000
H: -0.328 -5.611 -1.894  0.000
H: -2.174 -6.999 -2.748  0.000
H: -3.089 -6.592 -5.009  0.000
H: -2.156 -4.762 -6.398  0.000
H: -0.346 -3.354 -5.526  0.000
H: 3.932 -2.394 -2.243  0.000
H: 5.800 -1.413 -3.515  0.000
H: 5.563 -0.998 -5.943  0.000
H: 3.422 -1.518 -7.074  0.000
H: 1.551 -2.473 -5.794  0.000

---

Energies, relative to the best one, in hartree: #1 0.0000; #2 0.0293.